# C27H69N13O8

A cluster of 8 separate species, C27H69N13O8 in total in a non-equilibrium geometry (the ωB97M-V functional and the def2-TZVPD basis, the Open Molecules 2025 dataset).

Energy above the lowest of the compared OMol25 structures with the same formula, charge and spin, kJ/mol: 4.55
HOMO level, eV: -8.1
Calculated total energy, eV: -64864.93045
2S+1: 1

Structure (XYZ):
```
117
Properties=species:S:1:pos:R:3:forces:R:3
C 1.808034 -8.046854 -3.809135 -1.1 -1.6 0.4
C 3.291114 -7.868064 -3.753855 2.7 2.4 -1.2
C 3.535994 -6.377994 -3.974915 0.2 2.3 0.3
C 4.947334 -5.842704 -3.642725 -1.3 -1.0 1.1
C 5.233584 -6.192354 -2.136815 0.2 0.5 -3.4
C 5.115204 -7.704004 -1.844835 -0.5 0.7 0.2
N 3.797644 -8.191814 -2.372005 0.0 2.3 -1.8
O 3.747154 -9.542944 -2.225635 -0.3 -2.2 0.5
C 6.365314 -8.542304 -2.308835 -0.8 0.6 -0.8
C 4.897264 -7.689124 -0.333785 0.9 -0.4 0.8
C 4.072934 -8.427064 -5.005105 -1.5 -1.8 0.9
H 1.508744 -9.008394 -3.392065 0.2 -0.3 0.2
H 1.350294 -8.130764 -4.794795 0.4 0.6 -0.3
H 1.271484 -7.320924 -3.198215 0.2 0.3 -0.2
H 3.283274 -5.956254 -4.947735 -0.1 -1.0 -0.7
H 2.788974 -5.803504 -3.427185 0.2 0.1 1.0
H 4.970824 -4.758334 -3.750835 0.0 0.0 -0.1
H 5.745844 -6.241974 -4.268075 -0.2 -0.2 -0.2
H 4.513854 -5.583954 -1.589155 0.3 -0.2 0.5
H 6.236944 -5.768364 -2.176925 0.3 -0.4 1.7
H 7.275354 -8.311904 -1.754905 -0.3 -0.3 0.4
H 6.154644 -9.605384 -2.425345 0.0 0.0 0.9
H 6.635134 -8.309814 -3.339005 -0.1 0.6 -0.2
H 5.697054 -7.079964 0.087355 0.4 -0.3 0.3
H 4.008324 -7.155744 0.002975 -0.3 -0.2 -0.6
H 4.904404 -8.682474 0.114895 0.1 0.0 0.0
H 3.625204 -7.989924 -5.897605 0.3 0.2 0.0
H 3.795014 -9.480314 -5.044075 0.5 -0.4 -0.3
H 5.159864 -8.345644 -4.998555 -0.3 0.2 0.2
H 2.945994 -9.664914 -1.710995 0.0 -0.4 0.2
C -3.556276 6.584606 7.303595 0.6 0.9 1.1
C -4.446816 7.047096 6.152645 1.2 -2.0 0.2
C -5.615566 7.823336 6.819685 0.2 0.7 -2.9
C -5.208826 9.233046 7.119265 0.8 1.3 0.1
C -4.535386 10.011396 5.938055 -0.3 -1.4 -0.1
C -3.289406 9.248826 5.366295 0.9 0.4 -0.1
N -3.670676 7.819456 5.115015 -2.1 1.0 -0.1
O -2.617586 7.072626 4.560255 1.3 0.2 1.4
C -2.873916 9.881636 4.036085 -0.9 0.7 -1.1
C -2.064196 9.517586 6.277275 0.4 -1.4 1.1
C -4.927456 5.705016 5.478885 -1.3 1.2 0.1
H -3.175226 7.457406 7.833785 0.0 0.1 0.1
H -2.659526 6.007986 7.076795 -0.3 -0.2 -0.4
H -4.168416 6.092786 8.059585 0.0 -0.5 -0.1
H -6.347636 7.969216 6.025395 -0.5 -0.5 -0.1
H -6.105946 7.321696 7.653945 0.4 -0.2 -0.1
H -4.507316 9.178116 7.951705 0.0 0.6 0.3
H -6.088996 9.822446 7.376215 0.0 -0.1 0.5
H -4.338176 11.054756 6.184255 0.8 -0.2 0.7
H -5.259336 10.230846 5.153295 -0.3 -0.9 -0.4
H -3.523096 9.530816 3.233835 -0.1 -0.2 -0.1
H -3.038066 10.958976 4.058185 -0.2 0.2 0.3
H -1.848946 9.844816 3.667035 0.1 -0.8 0.5
H -2.026626 10.534696 6.667385 0.0 0.0 -0.3
H -1.978606 8.851296 7.135665 -0.8 0.1 0.4
H -1.108386 9.219486 5.846395 -0.1 0.5 -0.8
H -4.699416 4.854896 6.121845 0.4 -0.1 -0.6
H -4.689976 5.645976 4.416715 0.8 -0.4 0.3
H -6.014006 5.706906 5.392255 -0.3 0.1 0.4
H -2.844456 6.603326 3.754105 -0.9 0.5 -0.1
C -2.202746 0.255466 1.510465 0.8 0.8 -0.4
C -1.390296 -0.252394 0.307555 -0.4 0.6 -1.0
C -1.561046 -1.695614 -0.024765 0.5 -2.6 1.6
O -0.915666 -2.498084 1.030445 0.6 -1.4 -0.6
C -0.910806 -3.995574 0.875245 -0.8 2.1 -0.1
N -1.711026 0.555336 -0.903185 -0.4 0.5 0.7
H -1.721966 -0.037014 2.443955 -0.2 -0.2 0.0
H -3.277246 0.075816 1.546295 0.1 -0.6 -0.3
H -2.117216 1.338856 1.426485 0.0 0.2 0.3
H -0.332066 -0.070604 0.495215 0.0 -0.1 0.2
H -1.092626 -1.954114 -0.974425 -0.1 0.1 -0.2
H -2.596436 -2.033054 0.022215 -0.4 0.4 -0.6
H -1.893046 -4.358964 1.177315 0.0 -0.1 0.2
H -0.130576 -4.418024 1.508405 -0.1 0.4 0.0
H -0.767396 -4.350584 -0.145295 0.3 0.4 -0.2
H -2.708456 0.580446 -1.060025 -0.2 0.0 0.0
H -1.285706 0.268496 -1.773195 0.2 -0.4 0.2
C 4.738214 1.628596 -4.073655 5.7 -0.6 -1.8
O 5.948484 1.643436 -4.387425 -0.8 -0.9 0.9
N 4.081634 2.723326 -4.183725 -4.3 4.8 0.4
N 4.056214 0.553976 -3.768525 -0.9 -1.9 0.6
H 4.472924 3.645136 -4.052295 0.7 -0.6 -0.4
H 3.126044 2.732856 -3.856825 0.0 0.0 0.0
H 4.625874 -0.274434 -3.672015 -0.7 -0.1 0.0
H 3.053734 0.645676 -3.686455 0.3 -0.9 0.2
C -7.086786 -3.839554 -2.488025 1.4 1.9 0.6
O -7.146196 -2.634884 -2.313855 0.5 0.5 1.4
N -6.259726 -4.733354 -1.935905 2.0 -0.3 2.1
N -7.842646 -4.382914 -3.367825 -3.0 -1.8 -3.2
H -5.657206 -4.368934 -1.211835 0.1 -0.3 -0.3
H -6.041746 -5.620194 -2.367295 -0.1 0.4 0.3
H -8.584496 -3.761834 -3.657685 0.0 -0.7 -0.6
H -7.740706 -5.367054 -3.570765 -0.8 0.4 -0.2
C 5.476234 -1.732034 2.327735 -0.4 2.0 -4.1
O 6.060244 -1.239064 1.368415 -0.8 -0.1 -0.9
N 4.166394 -1.897024 2.481535 -2.7 0.2 -0.5
N 6.149524 -2.158134 3.309445 3.3 -2.0 4.7
H 3.861974 -2.487014 3.242675 -0.2 0.0 -0.5
H 3.624834 -1.877104 1.629225 -0.2 0.2 0.4
H 7.063984 -2.473084 3.018465 0.1 0.2 1.1
H 5.671604 -2.339474 4.180545 0.9 -0.5 -0.1
C -0.005246 6.717046 -0.636825 2.0 1.6 0.4
O 0.943334 7.428286 -0.308455 -0.3 -0.6 0.1
N -0.842316 6.986136 -1.584005 -1.5 2.5 -3.4
N -0.395956 5.598096 -0.115405 0.8 -5.4 4.7
H -1.656936 6.396106 -1.675455 0.1 0.9 -0.6
H -0.599806 7.865716 -2.017165 -1.0 -0.2 -0.6
H -1.000126 4.861526 -0.450885 -0.1 0.8 -0.7
H 0.201354 5.187836 0.588165 0.1 0.4 0.1
C -0.254056 -1.082554 -7.050545 1.6 4.0 5.0
O -0.399696 -0.516194 -5.981075 -0.6 0.7 1.5
N 0.756084 -0.850504 -7.785685 6.2 1.7 -4.2
N -1.027596 -1.926844 -7.522765 -5.9 -5.6 -2.9
H 1.034354 -1.407354 -8.581045 -0.4 0.0 0.2
H 1.441734 -0.137144 -7.582935 -0.4 -0.2 0.5
H -0.926036 -2.119924 -8.508925 -0.6 -0.3 0.3
H -1.927676 -2.004854 -7.071245 0.1 -0.3 -0.3
```
Forces are in eV/Å.


# C27H69N6S

A cluster of 5 separate species, C27H69N6S in total in a non-equilibrium geometry (the ωB97M-V functional and the def2-TZVPD basis, the Open Molecules 2025 dataset).

HOMO level, eV: -2.6
Calculated total energy, eV: -48891.28899
Net charge: -1
2S+1: 1

Structure (XYZ):
```
103
Properties=species:S:1:pos:R:3:forces:R:3
C -5.067533 2.073794 -0.979886 0.0 0.8 0.1
C -4.341762 3.435349 -1.320747 -0.6 -1.8 -0.3
C -3.832388 3.375650 -2.775240 -0.3 1.4 -0.1
N -2.711295 4.303823 -3.028924 -0.6 -0.9 -0.6
N -1.475532 3.680619 -2.628463 0.7 0.7 1.2
S -0.740164 4.687532 -1.403701 -0.8 -1.0 -0.3
H -4.753757 1.736762 0.013504 -0.1 -0.3 -0.2
H -4.849936 1.325518 -1.746808 0.1 -0.1 0.3
H -6.158657 2.198690 -0.952384 0.2 0.0 0.0
H -5.110242 4.204136 -1.199653 0.5 0.3 0.0
H -3.532095 3.565652 -0.603554 0.1 0.2 -0.3
H -4.663938 3.733669 -3.419620 0.2 -0.2 0.1
H -3.604082 2.351761 -3.116840 0.2 0.0 0.4
H -2.660356 4.309033 -4.050304 0.1 0.4 0.1
H -1.379512 4.269910 -0.237672 0.4 0.3 -0.3
C 0.873462 1.856382 0.627390 0.0 -0.1 0.0
C 2.276052 1.775760 1.210478 -0.2 0.0 -0.1
N 3.101990 2.919977 0.871630 0.4 0.0 0.0
C 4.503510 2.732398 1.203521 0.0 -0.1 -0.1
C 4.870120 2.584411 2.682680 0.3 0.0 0.1
C 2.541265 4.220966 1.199946 -0.4 0.1 -0.2
C 2.179098 4.494647 2.665012 0.1 0.1 0.1
H 0.900612 1.985089 -0.454551 0.0 0.1 0.0
H 0.328625 0.933243 0.842138 0.1 0.0 0.0
H 0.298932 2.676573 1.058099 0.0 0.0 -0.1
H 2.754589 0.877537 0.807043 0.2 0.1 0.0
H 2.198539 1.625681 2.300168 0.0 -0.1 0.1
H 5.081820 3.556535 0.775239 -0.1 0.1 0.0
H 4.851451 1.837837 0.675500 -0.1 -0.1 0.0
H 4.836385 3.540472 3.205054 -0.1 0.0 0.0
H 5.894883 2.211491 2.771899 0.0 0.0 0.0
H 4.221536 1.877494 3.202527 0.0 0.0 0.0
H 1.641333 4.361270 0.593893 0.0 -0.1 0.0
H 3.226690 4.997969 0.850826 0.1 -0.1 0.0
H 1.669463 3.649646 3.132412 0.0 0.0 0.0
H 1.505155 5.352555 2.721025 0.0 0.0 0.0
H 3.057710 4.739563 3.264203 0.0 -0.1 0.1
C 4.495195 1.755301 9.738896 0.0 -0.1 0.0
C 3.235111 2.148489 8.981485 0.1 -0.1 0.0
N 3.502973 2.833720 7.730888 -0.1 0.3 -0.1
C 2.316794 3.441370 7.140759 -0.1 0.1 0.1
C 1.189496 2.514670 6.678407 -0.1 0.0 -0.1
C 4.376877 2.137058 6.800799 0.3 -0.1 0.1
C 3.950751 0.743329 6.328402 0.0 0.0 -0.2
H 5.129498 2.624214 9.922424 0.0 0.0 -0.1
H 4.224828 1.325175 10.705019 0.0 0.0 0.0
H 5.079621 1.005811 9.202596 0.0 0.0 0.0
H 2.663138 2.824047 9.623779 -0.1 0.1 -0.1
H 2.614209 1.251665 8.838872 0.0 -0.1 0.1
H 2.625920 4.068334 6.300044 0.1 -0.1 0.0
H 1.903820 4.137842 7.878072 0.1 -0.1 0.1
H 1.436162 2.010248 5.745057 0.0 -0.1 0.0
H 0.288333 3.102662 6.490216 0.0 0.0 0.0
H 0.935839 1.762270 7.426320 0.0 0.0 0.0
H 5.365689 2.051088 7.261737 -0.1 0.0 0.1
H 4.541563 2.772352 5.927060 -0.2 0.1 0.0
H 3.571688 0.123805 7.143054 0.0 0.0 0.0
H 4.808743 0.223913 5.895242 0.0 0.0 0.0
H 3.187150 0.797853 5.553627 -0.1 -0.1 0.1
C 1.694446 -2.276435 -0.342563 0.1 -0.1 0.0
C 0.445824 -1.842336 -1.096945 0.1 0.0 0.0
N 0.727981 -1.134917 -2.331153 -0.1 0.1 -0.1
C -0.444029 -0.481759 -2.906022 -0.1 0.2 0.2
C -1.590980 -1.374341 -3.385900 -0.1 0.0 -0.2
C 1.586741 -1.830600 -3.272246 0.2 -0.1 0.1
C 1.131996 -3.205672 -3.777650 0.0 -0.1 -0.2
H 2.345107 -1.423952 -0.139880 0.0 0.0 -0.1
H 1.411253 -2.719365 0.614429 0.0 0.0 0.0
H 2.266331 -3.027938 -0.891059 0.0 0.0 0.0
H -0.111582 -1.169178 -0.440634 -0.1 0.1 -0.2
H -0.192424 -2.725731 -1.256112 0.0 -0.1 0.1
H -0.121225 0.157571 -3.730365 0.1 0.0 0.0
H -0.839398 0.208521 -2.155967 0.1 0.0 0.0
H -1.354954 -1.865200 -4.331858 0.0 -0.1 0.0
H -2.479392 -0.762926 -3.560166 0.0 0.0 0.0
H -1.860541 -2.137870 -2.652964 0.0 0.0 0.0
H 2.571410 -1.949246 -2.808725 -0.1 0.0 0.1
H 1.767550 -1.177870 -4.129566 -0.2 0.1 0.0
H 0.736140 -3.833619 -2.977320 0.0 0.0 0.0
H 1.981091 -3.735612 -4.218096 0.0 0.0 0.0
H 0.371997 -3.121247 -4.554021 -0.1 0.0 0.1
C -6.091979 -6.387515 -6.571363 -0.1 0.0 0.0
C -4.690073 -6.515590 -5.993483 -0.1 0.0 0.0
N -3.830553 -5.389817 -6.308665 0.3 0.0 -0.1
C -2.429161 -5.627683 -5.989799 0.1 -0.1 -0.1
C -2.049410 -5.823076 -4.519333 0.2 0.1 0.1
C -4.341424 -4.078644 -5.939610 -0.3 0.1 0.0
C -4.680691 -3.833717 -4.466523 0.1 0.2 0.1
H -6.058579 -6.239620 -7.652094 0.0 0.1 0.0
H -6.656539 -7.300483 -6.373267 0.0 0.0 0.0
H -6.646018 -5.560465 -6.124666 0.0 0.0 0.0
H -4.240167 -7.417067 -6.419458 0.2 0.1 0.0
H -4.768954 -6.687132 -4.909783 0.0 -0.1 0.0
H -1.832762 -4.809498 -6.402798 -0.1 0.1 0.0
H -2.113164 -6.517911 -6.544218 -0.1 0.0 0.0
H -2.048720 -4.880953 -3.972036 -0.1 0.0 0.0
H -1.035596 -6.226122 -4.454901 0.0 0.0 0.0
H -2.710610 -6.524160 -4.008511 0.0 0.0 0.0
H -5.240837 -3.885163 -6.531767 0.0 -0.1 0.0
H -3.630388 -3.318789 -6.272498 0.1 -0.1 0.0
H -5.218561 -4.669457 -4.015313 0.0 0.0 0.0
H -5.318008 -2.951354 -4.378183 0.0 0.0 0.0
H -3.786515 -3.640667 -3.875540 0.0 -0.1 0.1
```
Forces are in eV/Å.